No. 1
Density functional theory data (ωB97M-V with the def2-TZVPD basis set) for a molecular structure, C37H30Cl2MnN3P2SSe in a non-equilibrium geometry.

Each line ends with the Löwdin spin population.
Positions of all 77 atoms, in Å:
Mn (0.44818, 1.07270, -1.07368)  4.61
Cl (1.69456, 0.85983, -3.02417)  0.07
C (0.55128, 1.10474, -4.32369)  0.01
C (0.96085, 0.80060, -5.60756)  0.00
C (0.07138, 0.97553, -6.65115)  0.00
C (-1.20836, 1.44198, -6.40084)  0.00
C (-1.60167, 1.74873, -5.10857)  0.00
Cl (-3.19799, 2.33466, -4.83758)  0.00
C (-0.72793, 1.58575, -4.02010)  0.01
S (-1.25057, 1.97537, -2.39677)  0.08
H (1.96155, 0.42951, -5.78536)  0.00
H (0.37267, 0.74633, -7.66339)  0.00
H (-1.91570, 1.56803, -7.20867)  0.00
C (2.53943, -1.60939, 0.95326)  0.00
N (1.05483, -1.55006, 0.91439)  0.01
P (0.61286, -1.91222, -0.77028)  0.03
C (1.16245, -3.64943, -0.90919)  0.01
C (1.14017, -4.52996, 0.17054)  0.00
C (1.52329, -5.84895, -0.00683)  0.00
C (1.92831, -6.29780, -1.25742)  0.00
C (1.96146, -5.42283, -2.33159)  0.00
C (1.58422, -4.09894, -2.15653)  0.00
C (-1.19462, -2.15364, -0.74931)  0.00
C (-1.88247, -2.91063, 0.19616)  0.00
C (-3.24981, -3.07913, 0.07444)  0.00
C (-3.93820, -2.50772, -0.99052)  0.00
C (-3.25985, -1.76690, -1.94356)  0.00
C (-1.88842, -1.60143, -1.82408)  0.00
P (0.50275, 0.07982, 1.21461)  0.03
C (-1.20029, -0.04405, 1.87233)  0.00
C (-2.19633, 0.65202, 1.18581)  0.01
C (-3.48945, 0.72058, 1.67704)  0.00
C (-3.80119, 0.09430, 2.87354)  0.00
C (-2.82087, -0.60822, 3.56032)  0.00
C (-1.52838, -0.67524, 3.06895)  0.00
C (1.41013, 0.54790, 2.71868)  0.00
C (1.87568, 1.85695, 2.81457)  0.00
C (2.54920, 2.28349, 3.94952)  0.00
C (2.77301, 1.39626, 4.99008)  0.00
C (2.32311, 0.08495, 4.89451)  0.00
C (1.64415, -0.34168, 3.76647)  0.00
H (2.85466, -2.63530, 0.77793)  0.00
H (2.90423, -1.29552, 1.92627)  0.00
H (3.01156, -0.97037, 0.19104)  0.00
H (0.83735, -4.18017, 1.14964)  0.00
H (1.50620, -6.53054, 0.83376)  0.00
H (2.21964, -7.33116, -1.39149)  0.00
H (2.28529, -5.76909, -3.30413)  0.00
H (1.61326, -3.41216, -2.99512)  0.00
H (-1.35770, -3.35115, 1.03340)  0.00
H (-3.78540, -3.66415, 0.81140)  0.00
H (-5.00855, -2.64660, -1.07515)  0.00
H (-3.79363, -1.31814, -2.77142)  0.00
H (-1.34280, -1.04642, -2.57645)  0.00
H (-1.96425, 1.12061, 0.23640)  0.01
H (-4.24391, 1.26630, 1.12510)  0.00
H (-4.80926, 0.14594, 3.26335)  0.00
H (-3.06594, -1.09525, 4.49536)  0.00
H (-0.78081, -1.22612, 3.62255)  0.00
H (1.70652, 2.54165, 1.99311)  0.00
H (2.90098, 3.30462, 4.01682)  0.00
H (3.30637, 1.72233, 5.87304)  0.00
H (2.50662, -0.60814, 5.70491)  0.00
H (1.31645, -1.37102, 3.69158)  0.00
Se (3.06066, 3.76063, -1.20410)  0.01
N (1.50166, 3.09572, -0.64035)  0.04
C (0.93237, 4.02053, 0.13089)  0.01
C (-0.34126, 3.91134, 0.74646)  0.01
C (-0.78386, 4.94692, 1.50779)  0.00
C (0.00171, 6.12032, 1.71136)  0.00
C (1.21812, 6.27610, 1.12809)  0.00
C (1.71250, 5.22719, 0.30554)  0.00
N (2.86793, 5.25069, -0.33780)  0.01
H (-0.93998, 3.02433, 0.58903)  0.00
H (-1.76194, 4.89129, 1.96729)  0.00
H (-0.39080, 6.90447, 2.34462)  0.00
H (1.81260, 7.16847, 1.26490)  0.00

Results
2S+1: 6
LUMO level (spin up / spin down): -3.68 / -3.73 eV
Gap between HOMO and LUMO (spin up / spin down): 6.7 / 6.7 eV
Charge: +1
Energy relative to the best compared isomer or geometry (same formula, charge and spin): 159.5 kJ/mol

No. 2
Density functional theory data (ωB97M-V with the def2-TZVPD basis set) for a molecular structure, C37H30F5IN3O3PV in a non-equilibrium geometry.

Each line ends with the Löwdin spin population.
Positions of all 81 atoms, in Å:
V (1.01112, -0.13832, 0.32759)  1.94
I (1.94642, 2.28524, -0.97116)  -0.01
C (2.13982, 1.60185, -2.97043)  0.00
C (3.35631, 1.93445, -3.49034)  0.00
C (3.67057, 1.62944, -4.82373)  0.00
C (2.73704, 1.01113, -5.59649)  0.00
C (1.47582, 0.64818, -5.06730)  0.00
C (0.55012, 0.00346, -5.92350)  0.00
C (-0.66450, -0.40224, -5.47528)  0.00
C (-0.99322, -0.19843, -4.12089)  0.00
C (-0.14704, 0.43410, -3.24644)  0.00
P (-0.69014, 0.48239, -1.48686)  0.00
C (-1.84011, -0.93907, -1.32078)  0.00
C (-1.30066, -2.12730, -0.84143)  0.01
C (-2.11348, -3.23577, -0.65623)  0.00
C (-3.46797, -3.16235, -0.94246)  0.00
C (-4.01509, -1.97761, -1.41558)  0.00
C (-3.20333, -0.86969, -1.60090)  0.00
C (-1.67251, 2.02104, -1.34755)  0.00
C (-2.39921, 2.49690, -2.43749)  0.00
C (-3.13679, 3.66651, -2.33009)  0.00
C (-3.13863, 4.38240, -1.14226)  0.00
C (-2.39981, 3.92794, -0.05806)  0.00
C (-1.66830, 2.75468, -0.15963)  0.00
C (1.13506, 0.91354, -3.70605)  0.00
H (4.09290, 2.43287, -2.87553)  0.00
H (4.64175, 1.89478, -5.21732)  0.00
H (2.94454, 0.77731, -6.63286)  0.00
H (0.84442, -0.16557, -6.95225)  0.00
H (-1.36715, -0.89580, -6.13272)  0.00
H (-1.93511, -0.58269, -3.75629)  0.00
H (-0.23819, -2.23224, -0.61362)  0.01
H (-1.69065, -4.15932, -0.28308)  0.00
H (-4.09832, -4.02863, -0.79068)  0.00
H (-5.07414, -1.91870, -1.63046)  0.00
H (-3.63574, 0.06535, -1.93771)  0.00
H (-2.38254, 1.96530, -3.38026)  0.00
H (-3.70368, 4.02585, -3.17897)  0.00
H (-3.70805, 5.29898, -1.06084)  0.00
H (-2.39529, 4.48684, 0.86858)  0.00
H (-1.10286, 2.39216, 0.68821)  0.00
C (-0.29262, -1.43784, 5.37451)  0.00
C (-0.42608, -0.40145, 4.27956)  0.00
O (0.39311, 0.49146, 4.18845)  0.00
C (-1.62798, -0.45016, 3.40597)  0.00
C (-2.83136, -0.81416, 4.01736)  0.00
C (-4.05105, -0.69018, 3.38478)  0.00
C (-4.07666, -0.17281, 2.09692)  0.00
C (-2.89416, 0.15089, 1.46384)  0.00
C (-1.64563, -0.01752, 2.06703)  0.01
O (-0.53441, 0.22191, 1.34156)  0.05
H (0.72480, -1.42548, 5.75830)  0.00
H (-0.56531, -2.43372, 5.02596)  0.00
H (-0.95850, -1.17616, 6.19939)  0.00
H (-2.80705, -1.17410, 5.03791)  0.00
H (-4.96404, -0.96949, 3.89201)  0.00
H (-5.01793, -0.03024, 1.58191)  0.00
H (-2.91644, 0.54400, 0.46169)  0.00
F (3.67359, -1.70234, 0.41286)  0.00
C (2.85813, -1.15829, -0.57639)  -0.02
F (3.69920, -0.28862, -1.24538)  0.00
C (2.60434, -2.30268, -1.56307)  0.00
F (2.09980, -3.36288, -0.91064)  0.00
F (3.67884, -2.70496, -2.23934)  0.00
F (1.68048, -1.90909, -2.46879)  0.00
C (3.08461, -2.71734, 3.64753)  0.00
N (2.99512, -1.26955, 3.45889)  0.00
C (3.75260, -0.38213, 4.14782)  0.00
C (3.70564, 0.94557, 3.89560)  0.00
C (2.84474, 1.38645, 2.85488)  0.00
N (2.18503, 0.49234, 2.13045)  0.00
C (2.18534, -0.79797, 2.46912)  0.01
O (1.44194, -1.57848, 1.80367)  0.00
N (2.67969, 2.68439, 2.57800)  0.00
H (3.76600, -2.92170, 4.46848)  0.00
H (3.45363, -3.18025, 2.73467)  0.00
H (2.10363, -3.12549, 3.87323)  0.00
H (4.38938, -0.79580, 4.91713)  0.00
H (4.28669, 1.64393, 4.47744)  0.00
H (3.09873, 3.36940, 3.18296)  0.00
H (1.86074, 2.96157, 2.06289)  0.00

Results
2S+1: 3
LUMO level (spin up / spin down): -3.19 / -2.57 eV
Gap between HOMO and LUMO (spin up / spin down): 7.3 / 8.1 eV
Charge: +1
Energy relative to the best compared isomer or geometry (same formula, charge and spin): 166.0 kJ/mol

No. 3
Density functional theory data (ωB97M-V with the def2-TZVPD basis set) for a molecular structure, C37H30N2OPReS2.

Each line ends with the Löwdin spin population.
Positions of all 74 atoms, in Å:
Re (-0.57685, 1.30273, 0.20827)  1.15
S (2.26545, 1.84676, -2.43417)  -0.02
C (3.30419, 0.77942, -1.48671)  0.00
C (4.66403, 0.67053, -1.26919)  0.00
C (5.07330, -0.32296, -0.38896)  0.00
C (4.16155, -1.16796, 0.24052)  0.00
C (2.79539, -1.06597, 0.00359)  0.00
C (2.40240, -0.07868, -0.87327)  0.00
S (0.86451, 0.48232, -1.57163)  0.00
H (5.37606, 1.33078, -1.74203)  0.00
H (6.12762, -0.43891, -0.18075)  0.00
H (4.52395, -1.92162, 0.92555)  0.00
H (2.09114, -1.71858, 0.49517)  0.00
C (4.48441, 2.94546, 1.35684)  -0.02
C (3.64540, 1.93562, 1.80196)  0.00
C (2.29195, 1.98316, 1.51651)  0.00
C (1.75878, 3.03535, 0.77047)  0.00
C (2.60814, 4.05318, 0.32848)  -0.02
C (3.95837, 4.00138, 0.62262)  0.00
N (0.38618, 3.00515, 0.45399)  -0.15
C (-0.31690, 4.22885, 0.42781)  0.00
C (-0.07960, 5.24421, 1.35998)  -0.01
C (-0.85323, 6.39027, 1.34579)  0.00
C (-1.87309, 6.54312, 0.41431)  -0.01
C (-2.11514, 5.53718, -0.50810)  0.00
C (-1.33786, 4.39083, -0.50774)  0.01
H (5.53949, 2.91740, 1.58756)  0.00
H (4.03967, 1.11522, 2.38297)  0.00
H (1.62502, 1.21503, 1.90701)  0.01
H (2.21403, 4.86299, -0.27000)  0.00
H (4.60729, 4.79188, 0.27159)  0.00
H (0.69155, 5.11909, 2.10718)  0.00
H (-0.66565, 7.16616, 2.07420)  0.00
H (-2.46780, 7.44425, 0.40400)  0.00
H (-2.89905, 5.65013, -1.24317)  0.00
H (-1.49780, 3.61914, -1.25885)  0.01
O (-1.65050, -0.51395, 0.08998)  0.03
P (-1.64202, -1.98897, -0.27789)  0.00
C (-1.01188, -2.24548, -1.93950)  0.00
C (-1.75707, -1.67081, -2.97307)  0.00
C (-1.28061, -1.69935, -4.26879)  0.00
C (-0.05796, -2.29920, -4.54186)  0.00
C (0.68086, -2.87818, -3.52337)  0.00
C (0.20573, -2.85472, -2.22097)  0.00
C (-0.65187, -2.89152, 0.91996)  0.00
C (-0.42272, -4.26122, 0.78914)  0.00
C (0.30896, -4.93324, 1.75230)  0.00
C (0.80313, -4.24583, 2.85379)  0.00
C (0.56381, -2.88848, 2.99536)  0.00
C (-0.16610, -2.20917, 2.03206)  0.01
C (-3.31589, -2.61323, -0.21433)  0.00
C (-4.20105, -2.05981, 0.70690)  0.00
C (-5.47711, -2.58131, 0.82934)  0.00
C (-5.86658, -3.65477, 0.04003)  0.00
C (-4.98592, -4.20579, -0.87861)  0.00
C (-3.70858, -3.68589, -1.00911)  0.00
H (-2.70562, -1.19348, -2.75588)  0.00
H (-1.85683, -1.25307, -5.06716)  0.00
H (0.31725, -2.31592, -5.55471)  0.00
H (1.63166, -3.34335, -3.73892)  0.00
H (0.79692, -3.29308, -1.43005)  0.00
H (-0.81952, -4.80599, -0.05797)  0.00
H (0.49087, -5.99331, 1.64794)  0.00
H (1.36844, -4.77496, 3.60789)  0.00
H (0.94250, -2.35708, 3.85672)  0.00
H (-0.35542, -1.14585, 2.13936)  0.01
H (-3.89120, -1.21798, 1.31239)  0.00
H (-6.16983, -2.15162, 1.53928)  0.00
H (-6.86429, -4.06037, 0.13827)  0.00
H (-5.29593, -5.03523, -1.49788)  0.00
H (-3.02712, -4.10523, -1.73722)  0.00
N (-2.60403, 2.12657, 2.48263)  -0.03
C (-1.85597, 1.82789, 1.63241)  0.00
H (-3.28543, 2.58008, 3.04971)  0.00

Results
2S+1: 2
LUMO level (spin up / spin down): -3.29 / -3.02 eV
Gap between HOMO and LUMO (spin up / spin down): 6.8 / 6.5 eV
Charge: +1
Energy relative to the best compared isomer or geometry (same formula, charge and spin): 327.2 kJ/mol